Record 1
Below is a structure of composition C64H50N10O4P2SSeZr, with properties calculated with wB97M-V/def2-TZVPD.

The HOMO energy comes out at -11.842 eV. The calculation puts the max |F| at 1.1 eV/Å. The energy above the lowest of the compared OMol25 structures with the same formula, charge and spin comes out at 0.153 eV. The HOMO-LUMO gap comes out at 0.24363 hartree.

```
! RIJCOSX wB97M-V def2-TZVPD def2/J DEFGRID3
* xyz 2 1
Zr 0.035 -0.643 0.044
C -7.730 3.891 2.774
O -8.441 2.790 2.224
C -8.017 2.292 1.045
C -6.930 2.790 0.325
C -6.571 2.179 -0.871
C -7.288 1.109 -1.364
C -8.411 0.666 -0.674
C -8.762 1.234 0.532
N -7.027 0.426 -2.609
N -5.907 0.322 -3.150
C -4.599 0.514 -2.560
C -3.657 1.113 -3.343
C -2.284 1.098 -3.015
C -1.853 0.466 -1.898
O -0.553 0.330 -1.548
C -2.799 -0.100 -1.027
N -2.294 -0.677 0.121
C -3.162 -1.187 0.976
C -4.521 -1.333 0.688
C -5.008 -0.867 -0.499
C -4.165 -0.132 -1.362
H -8.149 4.058 3.760
H -7.862 4.788 2.168
H -6.669 3.663 2.865
H -6.379 3.657 0.670
H -5.763 2.580 -1.457
H -9.000 -0.139 -1.101
H -9.632 0.899 1.086
H -3.983 1.588 -4.263
H -1.553 1.548 -3.680
H -2.783 -1.545 1.917
H -5.163 -1.841 1.400
H -6.037 -1.065 -0.775
C -4.441 -6.118 3.082
C -3.301 -5.141 2.936
C -2.741 -4.517 4.048
C -1.683 -3.633 3.920
C -1.182 -3.362 2.652
C -1.708 -3.993 1.522
C -2.762 -4.869 1.674
S 0.139 -2.238 2.490
O 1.033 -2.432 3.578
O 0.690 -2.449 1.115
N -0.349 -0.723 2.247
C -1.166 -0.049 3.223
C -1.178 -0.394 4.575
C -2.051 0.268 5.420
C -2.883 1.253 4.910
C -2.754 1.563 3.573
N -1.913 0.933 2.748
H -4.674 -6.309 4.129
H -4.194 -7.070 2.606
H -5.342 -5.737 2.595
H -3.123 -4.746 5.036
H -1.239 -3.182 4.799
H -1.275 -3.820 0.548
H -3.168 -5.373 0.802
H -0.482 -1.132 4.953
H -2.072 0.022 6.476
H -3.586 1.785 5.539
H -3.346 2.354 3.119
Se 3.023 -5.846 -5.445
N 1.367 -5.357 -5.039
C 1.475 -4.527 -4.043
C 0.320 -3.905 -3.388
C -0.984 -4.224 -3.758
C -2.022 -3.640 -3.078
C -1.728 -2.760 -2.049
N -0.491 -2.419 -1.691
C 0.533 -2.995 -2.361
C 1.896 -2.686 -1.908
N 2.024 -1.800 -0.908
C 3.207 -1.685 -0.315
C 4.344 -2.350 -0.739
C 4.248 -3.159 -1.845
C 3.000 -3.346 -2.436
C 2.805 -4.252 -3.572
N 3.781 -4.857 -4.183
H -1.146 -4.937 -4.557
H -3.056 -3.857 -3.319
H -2.539 -2.331 -1.486
H 3.253 -1.031 0.536
H 5.277 -2.216 -0.206
H 5.105 -3.681 -2.253
N 1.282 2.477 0.130
P -0.113 2.090 1.059
C 0.514 2.693 2.676
C 1.811 2.352 3.057
C 2.361 2.855 4.227
C 1.613 3.696 5.038
C 0.310 4.023 4.681
C -0.238 3.524 3.507
C -1.149 3.492 0.496
C -0.537 4.751 0.468
C -1.175 5.842 -0.095
C -2.454 5.696 -0.622
C -3.089 4.469 -0.550
C -2.443 3.362 0.006
P 2.069 1.228 -0.631
C 3.821 1.597 -0.316
C 4.544 2.420 -1.181
C 5.868 2.736 -0.896
C 6.485 2.224 0.238
C 5.768 1.418 1.115
C 4.444 1.113 0.841
C 1.938 1.530 -2.416
C 1.216 2.608 -2.905
C 1.125 2.814 -4.278
C 1.732 1.930 -5.161
C 2.452 0.845 -4.672
C 2.557 0.648 -3.301
H 1.697 3.397 0.147
H 2.407 1.704 2.429
H 3.378 2.600 4.500
H 2.046 4.103 5.944
H -0.279 4.679 5.311
H -1.246 3.810 3.224
H 0.441 4.897 0.918
H -0.678 6.806 -0.119
H -2.955 6.543 -1.076
H -4.092 4.382 -0.933
H -2.957 2.409 0.070
H 4.083 2.820 -2.075
H 6.418 3.386 -1.567
H 7.524 2.455 0.442
H 6.241 1.031 2.010
H 3.889 0.514 1.556
H 0.714 3.283 -2.219
H 0.579 3.671 -4.659
H 1.650 2.088 -6.229
H 2.941 0.165 -5.358
H 3.151 -0.180 -2.923
*
```

---

Record 2
Below is a structure of composition C5H6Cl2O4STlV, with properties calculated with wB97M-V/def2-TZVPD.

The HOMO energy (spin up / spin down) comes out at -25.151 / -25.123 eV. The calculation puts the max |F| at 11.8 eV/Å. The energy above the lowest of the compared OMol25 structures with the same formula, charge and spin comes out at 0.000 eV. The HOMO-LUMO gap (spin up / spin down) comes out at 0.20621 / 0.21895 hartree.

```
! RIJCOSX wB97M-V def2-TZVPD def2/J DEFGRID3
* xyz 4 3
V 2.411 -2.305 -0.249
Tl -0.506 -0.331 -1.469
Cl 4.277 -1.314 -0.351
Cl 0.767 -1.466 0.876
C -2.431 -0.255 0.945
C 2.110 -2.911 -2.005
C 2.022 -4.097 0.086
O -3.051 0.156 1.813
O 2.006 -3.475 -3.033
O 1.535 -5.153 0.190
C 0.110 3.693 1.621
S -0.663 3.404 0.043
C 0.440 4.400 -0.965
O -0.401 1.947 -0.257
H -0.215 4.671 1.984
H 1.201 3.639 1.505
H -0.222 2.901 2.295
H 1.497 4.287 -0.664
H 0.328 4.149 -2.026
H 0.074 5.420 -0.780
*
```

---

Record 3
Below is an isolated molecule of C4H5F4O2P, with properties calculated with wB97M-V/def2-TZVPD.

The HOMO energy (spin up / spin down) comes out at -6.187 / -10.630 eV. The calculation puts the max |F| at 4.4 eV/Å. The HOMO-LUMO gap (spin up / spin down) comes out at 0.25594 / 0.31653 hartree.

```
! RIJCOSX wB97M-V def2-TZVPD def2/J DEFGRID3
* xyz 0 3
C -0.228 -0.389 -0.857
C 0.188 0.945 0.834
C -0.818 -1.085 1.340
C 0.947 -0.922 -1.553
O -0.807 -1.328 -0.038
O -0.599 0.217 1.743
F -1.229 0.345 -1.518
F 1.450 0.675 0.933
F -2.023 -1.514 1.741
F 0.145 -1.923 1.917
P -0.276 2.664 0.789
H 0.718 -1.771 -2.175
H 1.730 -1.180 -0.815
H 1.426 -0.255 -2.154
H -1.298 2.417 -0.069
H 0.672 3.106 -0.117
*
```

---

Record 4
Below is a structure of composition C8H9F3N3, with properties calculated with wB97M-V/def2-TZVPD.

The HOMO energy (spin up / spin down) comes out at -11.849 / -13.777 eV. The calculation puts the max |F| at 3.9 eV/Å. The HOMO-LUMO gap (spin up / spin down) comes out at 0.27895 / 0.28425 hartree.

```
! RIJCOSX wB97M-V def2-TZVPD def2/J DEFGRID3
* xyz 1 3
C 2.153 -1.384 0.185
C 1.021 -2.143 0.045
C 1.540 0.849 -0.226
C 2.540 -0.058 0.073
C 0.207 -1.062 -0.253
C -2.697 -1.575 0.264
C -2.844 1.480 0.352
C 3.974 0.379 0.098
N 0.366 0.255 -0.379
N -2.199 -0.779 -0.585
N -2.111 0.579 -0.553
F 4.601 0.100 1.231
F 4.653 -0.280 -0.802
F 4.065 1.699 -0.174
H 1.826 1.841 -0.263
H -2.613 -2.543 -0.081
H 0.619 -3.196 0.131
H -3.332 -1.256 1.090
H -2.176 2.083 1.084
H -3.392 2.193 -0.190
H -3.509 0.928 0.893
H -2.160 1.091 -1.393
H -0.529 0.797 -0.548
*
```

---

What is the max |F| in the second record?
11.8 eV/Å

---

Look up the max |F| of the second one.
11.8 eV/Å

---

Copy entry 3 word for word.
Below is an isolated molecule of C4H5F4O2P, with properties calculated with wB97M-V/def2-TZVPD.

The HOMO energy (spin up / spin down) comes out at -6.187 / -10.630 eV. The calculation puts the max |F| at 4.4 eV/Å. The HOMO-LUMO gap (spin up / spin down) comes out at 0.25594 / 0.31653 hartree.

```
! RIJCOSX wB97M-V def2-TZVPD def2/J DEFGRID3
* xyz 0 3
C -0.228 -0.389 -0.857
C 0.188 0.945 0.834
C -0.818 -1.085 1.340
C 0.947 -0.922 -1.553
O -0.807 -1.328 -0.038
O -0.599 0.217 1.743
F -1.229 0.345 -1.518
F 1.450 0.675 0.933
F -2.023 -1.514 1.741
F 0.145 -1.923 1.917
P -0.276 2.664 0.789
H 0.718 -1.771 -2.175
H 1.730 -1.180 -0.815
H 1.426 -0.255 -2.154
H -1.298 2.417 -0.069
H 0.672 3.106 -0.117
*
```